Below is a 2-piece molecular cluster, C7H13F2N3O2S overall, with properties calculated with ωB97M-V/def2-TZVPD.

Each line ends with the Löwdin charge.
Atoms and positions in Å:
C 1.12315 0.19028 -3.30967  -0.106
C -0.19825 -0.39287 -2.88149  -0.314
N -0.56953 0.02635 -1.56415  -0.092
C 0.32261 -0.36907 -0.41653  -0.141
C -0.22167 0.13061 1.00109  -0.372
N 0.90850 0.62739 1.71658  0.056
C -1.07053 -0.89903 1.65847  -0.600
N -2.36121 -1.21690 1.16335  0.095
S 0.09349 -2.34993 1.88033  0.976
C -0.73322 -1.29788 3.04706  -0.722
F -1.76009 -1.90003 3.75698  0.027
F -0.05218 -0.53501 3.94468  0.062
H 1.12966 1.31637 -3.21246  0.102
H 1.95867 -0.40224 -2.97614  0.070
H 1.25297 0.12731 -4.34950  0.041
H -0.17280 -1.51833 -2.90062  0.127
H -1.01699 -0.16591 -3.56773  0.107
H -0.63959 1.03753 -1.50739  0.100
H 1.26269 0.14759 -0.50533  0.103
H 0.29252 -1.40004 -0.37994  0.045
H -1.00999 1.00435 1.07190  0.190
H 0.80808 1.32045 2.32142  0.017
H 1.49345 -0.07898 2.15009  0.084
H -2.49020 -1.11961 0.12552  0.114
H -2.84333 -2.00528 1.56986  0.087
O 2.51100 2.92537 0.26295  0.203
C 1.50398 3.20968 0.75406  -0.447
O 0.47880 3.58783 1.14660  0.189

The value obtained for the relative energy (zero: lowest compared OMol25 entry of this formula, charge and spin) is 169.8 kJ/mol. The calculation puts the LUMO energy at 0.54 eV. Its SMILES is CCNC[C@H](N)[C@@]1(N)SC1(F)F.O=C=O.

***

Below is an isolated ion of composition C7H13FNO2 and charge +1, with properties calculated with ωB97M-V/def2-TZVPD.

Each line ends with the Löwdin charge.
Atoms and positions in Å:
C -1.98974 2.97295 -0.25548  0.377
N -0.69483 1.98808 -0.57267  0.000
F 0.46537 2.65026 -0.69447  0.111
C -0.75398 0.64826 -0.92532  -0.164
C -0.28099 0.37104 -2.40428  -0.108
O 0.99069 -0.15693 -2.29448  -0.071
C 0.97489 -1.02968 -1.20827  -0.102
C 0.25456 -0.22810 -0.07780  -0.252
O -0.45324 -1.00698 0.80506  -0.094
C 0.03998 -1.10876 2.13514  -0.225
C 1.33657 -1.90767 2.22792  -0.053
H -1.71219 3.99071 -0.07474  0.080
H -2.91024 2.44808 -0.14299  0.078
H -1.77043 0.29267 -0.74571  0.175
H -0.98759 -0.35057 -2.83169  0.147
H -0.24240 1.26788 -3.02295  0.145
H 1.99725 -1.30332 -0.95896  0.143
H 0.37822 -1.92805 -1.41022  0.150
H 0.97383 0.42738 0.43223  0.163
H 0.18323 -0.10290 2.55330  0.124
H -0.75575 -1.61838 2.68308  0.130
H 1.18782 -2.90961 1.83562  0.087
H 2.14125 -1.42841 1.67572  0.072
H 1.62772 -1.97793 3.27194  0.086

As for the total charge: +1. The value obtained for the relative energy (zero: lowest compared OMol25 entry of this formula, charge and spin) is 72.8 kJ/mol. The calculation puts the LUMO energy (alpha / beta) at -6.01 / -6.85 eV. Its SMILES is C=[N+](F)[C@H]1COC[C@@H]1OCC.

***

Below is a single C7H13FO2S molecule, with properties calculated with ωB97M-V/def2-TZVPD.

Each line ends with the Löwdin charge.
Atoms and positions in Å:
C 1.61365 0.33579 1.37656  -0.121
C 0.76667 0.68974 0.45494  -0.138
C 3.25681 0.98990 -1.00617  -0.204
C -0.50886 0.30789 -1.53269  -0.043
C -1.63479 0.55861 0.77962  -0.033
C -0.53261 -1.53718 0.10019  -0.063
C -0.49180 -0.03736 -0.02572  -0.596
O 2.17974 -1.34885 -0.90660  -0.345
O 3.67768 -1.23061 1.12327  -0.305
F 4.09376 1.68929 -0.16842  -0.139
S 3.03197 -0.58949 -0.02242  0.829
H 2.48997 0.94246 1.61661  0.090
H 1.36627 -0.55631 2.06153  0.147
H 0.75977 1.64206 -0.18032  0.155
H 3.76621 0.69012 -1.83560  0.007
H -0.89276 -0.50003 -2.20722  0.099
H 0.48234 0.57488 -1.89249  0.063
H -1.20711 1.19796 -1.58704  0.094
H -2.27418 -0.35644 1.03535  0.105
H -1.21938 0.84677 1.70224  0.058
H -2.28199 1.33641 0.20162  0.117
H -0.63989 -1.95552 1.05256  0.067
H 0.50556 -1.82376 -0.19663  0.067
H -1.16974 -1.97149 -0.65044  0.088

The value obtained for the relative energy (zero: lowest compared OMol25 entry of this formula, charge and spin) is 218.9 kJ/mol. The calculation puts the LUMO energy at -0.99 eV.

***

Below is C7H13FeNO2P as an isolated structure, with properties calculated with ωB97M-V/def2-TZVPD.

Each line ends with the Mulliken spin population.
Atoms and positions in Å:
C -0.35291 0.05418 -1.94296  0.054
C -1.16047 1.10565 -1.37848  0.065
C -0.28326 2.12742 -0.88634  0.075
C 1.06965 1.72896 -1.16239  0.108
C 1.03614 0.45134 -1.81431  0.016
Fe 0.15330 0.08371 0.21236  4.168
P -0.06134 -2.28906 0.26061  0.067
H -0.71795 -0.84032 -2.43806  -0.002
H -2.24621 1.13926 -1.38125  -0.003
H -0.59108 3.07622 -0.45128  -0.022
H 1.89069 -0.09753 -2.19991  -0.011
H 1.96073 2.32374 -0.97471  0.000
H 1.00986 -3.08199 -0.23944  -0.001
H -1.14778 -2.88338 -0.44041  0.001
H -0.22393 -2.88878 1.53103  0.005
N 1.45566 1.93788 3.99149  1.820
C 0.46499 0.87950 4.31000  0.956
C 0.50604 -0.01264 3.08867  -0.877
O 0.51527 -1.24117 3.16601  0.057
O 0.63194 0.72837 2.02201  -0.053
H 2.40032 1.53590 3.95372  -0.408
H 1.46559 2.67075 4.69781  -0.901
H 1.21399 2.30395 3.05245  -0.067
H 0.72833 0.35960 5.22288  -0.027
H -0.51846 1.33506 4.40541  -0.021

As for the spin multiplicity: 6. The calculation puts the LUMO energy (alpha / beta) at 0.40 / -0.34 eV. Its expectation value of S² is 8.77.

***

Below is a single C7H13N molecule, with properties calculated with ωB97M-V/def2-TZVPD.

Each line ends with the Löwdin charge.
Atoms and positions in Å:
C 1.53571 0.73439 -1.62336  0.018
C 1.01235 1.20573 -0.48590  -0.144
C 0.21305 0.40244 0.45170  -0.288
C 0.79194 -0.55641 1.18069  -0.108
C 2.25495 -0.91518 1.35516  -0.084
C -1.26808 0.63338 0.58093  -0.169
C -2.07838 0.13408 -0.61931  -0.282
N -2.27972 -1.31699 -0.53741  -0.003
H 1.50751 -0.33563 -1.79559  0.065
H 1.97836 1.41372 -2.33547  0.053
H 1.02780 2.29139 -0.47423  0.101
H 0.14667 -1.25918 1.69898  0.101
H 2.70442 -1.11186 0.38305  0.065
H 2.83765 -0.17125 1.88685  0.076
H 2.27873 -1.81861 1.92776  0.055
H -1.52223 1.68762 0.70652  0.114
H -1.59727 0.11959 1.48095  0.107
H -3.06985 0.57749 -0.62060  0.105
H -1.54850 0.46273 -1.51702  0.100
H -2.94340 -1.58844 -1.25290  0.059
H -1.41560 -1.81304 -0.71856  0.058

The value obtained for the relative energy (zero: lowest compared OMol25 entry of this formula, charge and spin) is 138.2 kJ/mol. The calculation puts the LUMO energy at 1.10 eV. Its SMILES is C=C/C(=C\C)CCN.

***

Below is a 2-piece molecular cluster, C7H13N overall, with properties calculated with ωB97M-V/def2-TZVPD.

Each line ends with the Löwdin charge.
Atoms and positions in Å:
C 1.00856 -0.89576 -2.64201  -0.113
C 0.68035 -1.24424 -1.24577  -0.214
C -0.78075 0.19288 2.88373  -0.050
C 0.97933 -2.24161 -0.45316  -0.023
N -0.15221 -0.07398 1.82357  0.016
H 0.10770 -0.80646 -3.25518  0.076
H 1.53655 0.06008 -2.70121  0.075
H 1.65337 -1.66442 -3.09475  0.081
H -0.83104 -0.56401 3.66489  0.066
H -1.29848 1.13831 3.08382  0.070
H 1.60297 -3.07297 -0.79907  0.063
H 0.63657 -2.27651 0.57657  0.042
C -1.19690 0.57957 -0.28333  -0.062
C -0.08624 0.89711 0.73017  -0.523
C -0.17940 2.30028 1.02230  0.059
H 0.82725 0.59356 0.13537  0.125
H -2.18957 0.48764 0.16065  0.083
H -1.20793 1.28733 -1.11235  0.079
H -0.76181 -0.40700 -0.73099  0.050
H -0.04171 3.00971 0.21854  0.058
H -0.30660 2.70048 2.01820  0.042

The value obtained for the relative energy (zero: lowest compared OMol25 entry of this formula, charge and spin) is 590.7 kJ/mol. The calculation puts the LUMO energy (alpha / beta) at 0.39 / 0.20 eV.